Record 1
This record from the Open Molecules 2025 dataset describes C28H43BrN2P2Pd as an isolated structure in a non-equilibrium geometry. The level of theory is ωB97M-V with the def2-TZVPD basis set.

Output
Frontier orbital gap (alpha / beta) = 6.2 / 3.7 eV
Net charge = +2
Spin multiplicity = 3

Each line ends with the Mulliken spin population.
Positions of all 77 atoms, in Å:
C (2.68656, 4.52081, -0.64630)  0.029
C (1.54379, 3.99534, -1.30388)  0.048
C (1.61361, 3.77361, -2.70165)  0.048
C (2.85497, 3.92986, -3.34007)  -0.009
N (3.92249, 4.33612, -2.66652)  0.020
C (3.87727, 4.64212, -1.37813)  -0.007
C (0.31555, 3.69278, -0.59678)  0.228
C (-0.77195, 3.55742, -0.02914)  0.101
C (-1.92832, 2.94524, 0.59153)  0.088
C (-1.70453, 1.71978, 1.24364)  0.107
C (-2.71638, 0.81453, 1.53774)  0.001
C (-3.99007, 1.16175, 1.11410)  0.164
C (-4.31409, 2.49713, 0.83876)  0.043
C (-3.26386, 3.38327, 0.57692)  -0.006
Pd (-0.71024, -0.95535, 0.95392)  0.768
P (1.58069, -0.85226, 0.44488)  0.219
H (0.72044, 3.57582, -3.30045)  0.002
H (2.64218, 4.92025, 0.36840)  -0.002
H (2.96365, 3.75513, -4.41678)  0.001
H (4.79302, 5.02900, -0.91888)  0.000
H (-3.45154, 4.41772, 0.35434)  0.001
H (-0.68029, 1.38955, 1.40120)  0.037
H (-5.35244, 2.82677, 0.81944)  0.002
H (-2.49953, -0.18318, 1.95707)  -0.031
C (2.52847, -2.46073, 0.52868)  0.005
C (3.71429, -2.68689, -0.40903)  0.013
H (1.75584, -3.22520, 0.33934)  0.002
H (2.83521, -2.56343, 1.58436)  0.000
H (4.03992, -3.72469, -0.27170)  0.000
H (3.45834, -2.56384, -1.46821)  0.000
H (4.56659, -2.03848, -0.17414)  0.000
C (1.63580, -0.24932, -1.27394)  -0.006
C (2.96020, 0.32119, -1.78237)  0.014
H (0.87399, 0.54976, -1.30229)  0.006
H (1.28026, -1.07588, -1.90666)  0.000
H (2.81562, 0.62090, -2.83045)  0.000
H (3.25913, 1.22394, -1.22912)  -0.003
H (3.78842, -0.39952, -1.74903)  -0.001
C (2.48496, 0.49005, 1.32405)  -0.003
C (4.00677, 0.38927, 1.46365)  0.018
H (2.02087, 0.55254, 2.31810)  0.002
H (2.21509, 1.41465, 0.78561)  -0.006
H (4.33355, 1.20523, 2.12677)  0.002
H (4.32957, -0.56040, 1.91350)  -0.001
H (4.53490, 0.51666, 0.50578)  -0.002
Br (-5.27115, -0.31097, 0.94881)  0.060
P (-1.90039, -1.92978, -0.79813)  -0.009
C (-0.88015, -2.76316, -2.06545)  -0.014
C (-1.48309, -3.98030, -2.76986)  0.003
H (0.06775, -3.02437, -1.56771)  0.002
H (-0.66647, -1.97221, -2.79973)  0.000
H (-0.71905, -4.41202, -3.42825)  0.000
H (-1.79513, -4.76857, -2.07330)  0.000
H (-2.33786, -3.71941, -3.41057)  -0.001
C (-3.21022, -3.12061, -0.28282)  0.000
C (-4.47033, -3.27908, -1.14417)  0.016
H (-3.49150, -2.81518, 0.73861)  0.008
H (-2.67503, -4.08160, -0.20929)  0.014
H (-5.15498, -3.95206, -0.61391)  0.000
H (-5.01444, -2.33746, -1.29523)  0.000
H (-4.27956, -3.74536, -2.12122)  -0.001
C (-2.72632, -0.56283, -1.67301)  -0.004
C (-3.20623, -0.84489, -3.10092)  0.009
H (-1.99176, 0.26019, -1.66633)  -0.006
H (-3.56518, -0.26716, -1.02007)  -0.002
H (-3.72903, 0.05045, -3.46313)  -0.001
H (-2.37887, -1.03955, -3.79762)  -0.002
H (-3.92120, -1.67769, -3.16359)  0.000
C (0.90728, 0.45657, 6.46993)  0.000
C (-0.09956, -0.39308, 5.67167)  0.001
C (0.12358, -0.49548, 4.22068)  -0.006
N (0.06516, -0.57060, 3.05606)  0.037
H (1.91470, 0.03053, 6.46502)  0.000
H (0.60037, 0.50874, 7.51887)  0.000
H (0.94969, 1.48708, 6.10397)  0.000
H (-0.12868, -1.41395, 6.08669)  0.000
H (-1.10117, 0.05477, 5.78778)  0.000



Record 2
This record from the Open Molecules 2025 dataset describes C28H43BrN2P2Zr as an isolated structure in a non-equilibrium geometry. The level of theory is ωB97M-V with the def2-TZVPD basis set.

Output
Frontier orbital gap (alpha / beta) = 3.9 / 3.9 eV
Net charge = +4

Each line ends with the Mulliken charge.
Positions of all 77 atoms, in Å:
C (0.30949, 5.69484, -1.99253)  -0.327
C (0.07507, 4.37084, -2.42688)  0.474
C (-0.35711, 4.28344, -3.76366)  -0.421
C (-0.55441, 5.42535, -4.56210)  -0.429
N (-0.37272, 6.66477, -4.10347)  -0.413
C (0.04739, 6.79063, -2.84156)  -0.384
C (0.15933, 3.06053, -1.57558)  -0.564
C (-1.00253, 2.29127, -1.58700)  1.352
C (-2.43200, 2.24514, -2.00581)  -0.135
C (-1.87905, 1.50471, -0.71350)  1.592
C (-2.31086, 1.81357, 0.61597)  -0.473
C (-3.74992, 1.92486, 0.59572)  0.279
C (-4.46039, 2.09766, -0.58278)  -0.199
C (-3.82076, 2.40560, -1.85404)  -0.701
Zr (0.17013, 0.87547, -0.24649)  -0.556
P (2.22197, -0.98727, 0.89224)  0.520
H (-0.59851, 3.31389, -4.18442)  0.479
H (0.63674, 5.91539, -0.98674)  0.428
H (-0.88249, 5.32132, -5.59435)  0.387
H (0.17584, 7.82784, -2.50644)  0.401
H (-4.52771, 2.69110, -2.63276)  0.510
H (-1.80471, 0.41691, -0.82057)  -0.813
H (-5.54170, 1.88900, -0.50641)  0.529
H (-1.85143, 1.13335, 1.38271)  -0.365
C (2.29091, -2.60099, 1.88953)  -0.785
C (3.21778, -3.71463, 1.38732)  -1.267
H (1.25183, -2.96210, 1.96859)  0.307
H (2.59600, -2.30600, 2.91208)  0.652
H (3.20525, -4.54270, 2.11295)  0.426
H (2.89839, -4.12229, 0.41873)  0.267
H (4.26427, -3.38894, 1.28840)  0.352
C (3.09721, -1.35722, -0.67883)  -0.515
C (3.20213, -0.06559, -1.49526)  -1.168
H (2.55698, -2.13898, -1.23271)  0.412
H (4.08767, -1.78759, -0.45783)  0.610
H (3.32246, -0.33932, -2.55222)  0.395
H (2.31681, 0.62474, -1.47311)  0.101
H (4.08005, 0.51157, -1.17212)  0.327
C (3.55320, -0.13339, 1.83529)  -0.491
C (4.94691, -0.77825, 1.81051)  -1.305
H (3.18758, -0.06762, 2.87381)  0.405
H (3.58948, 0.89008, 1.43824)  0.434
H (5.67021, -0.07549, 2.24388)  0.432
H (5.00228, -1.69821, 2.40482)  0.326
H (5.31494, -1.01330, 0.80363)  0.321
Br (-4.27210, 1.19815, 2.16279)  0.066
P (-0.98252, -1.45149, -0.33335)  2.214
C (-0.04248, -2.99415, -0.83690)  0.089
C (-0.73238, -4.34352, -1.02729)  -1.764
H (0.77377, -3.13602, -0.10408)  -0.341
H (0.45043, -2.68682, -1.77165)  0.697
H (0.02641, -5.08569, -1.30867)  0.510
H (-1.21871, -4.69975, -0.11334)  0.417
H (-1.47187, -4.34921, -1.82804)  0.282
C (-2.09615, -2.23626, 0.96607)  -0.700
C (-3.29868, -3.07615, 0.47040)  -1.258
H (-2.48580, -1.38867, 1.55479)  0.387
H (-1.44863, -2.85064, 1.62527)  0.458
H (-3.81620, -3.59117, 1.29816)  0.429
H (-4.06630, -2.45547, -0.01606)  0.453
H (-2.96896, -3.84627, -0.23850)  0.192
C (-2.36438, -1.35453, -1.65217)  -0.319
C (-2.42184, -2.48140, -2.66609)  -1.548
H (-2.33908, -0.45216, -2.27780)  0.539
H (-3.29293, -1.27698, -1.06146)  0.215
H (-2.94214, -2.12172, -3.57503)  0.463
H (-1.38952, -2.72915, -2.95595)  0.389
H (-2.95613, -3.38553, -2.31660)  0.311
C (0.87019, 1.17273, 5.57639)  -1.194
C (0.08305, 1.80435, 4.41072)  -0.400
C (0.20912, 1.18140, 3.09660)  0.358
N (0.29851, 0.95220, 1.96507)  -0.138
H (0.52812, 0.16237, 5.81034)  0.371
H (0.72626, 1.78807, 6.48065)  0.372
H (1.94203, 1.11496, 5.37172)  0.356
H (-0.97466, 1.85778, 4.69114)  0.340
H (0.37151, 2.85676, 4.27760)  0.347



Record 3
This record from the Open Molecules 2025 dataset describes a 3-piece molecular cluster, C28H43F6N2O5 overall in a non-equilibrium geometry. The level of theory is ωB97M-V with the def2-TZVPD basis set.

Output
Frontier orbital gap (alpha / beta) = 8.6 / 9.5 eV
Net charge = 0
Spin multiplicity = 2

Each line ends with the Mulliken spin population.
Positions of all 84 atoms, in Å:
C (-3.09195, -6.70651, 0.82659)  0.000
C (-3.49935, -5.29671, 1.16165)  0.000
C (-4.48692, -5.05910, 2.11505)  0.000
C (-4.86909, -3.76261, 2.40342)  0.000
C (-4.29025, -2.69372, 1.74161)  -0.001
C (-3.29851, -2.89965, 0.78700)  0.000
C (-2.62863, -1.80040, -0.01370)  -0.003
C (-2.31301, -0.43825, 0.66125)  -0.026
C (-1.70968, -0.60376, 2.07667)  0.001
C (-0.23030, -0.97684, 2.21249)  0.003
C (0.21260, -2.35555, 1.65485)  0.000
N (1.21948, -2.33854, 0.59588)  0.000
C (-3.64730, 0.36446, 0.79283)  -0.004
C (-3.69386, 1.87524, 0.44419)  -0.002
C (-5.08606, 2.21847, -0.12403)  0.023
C (-3.49370, 2.70632, 1.72415)  0.027
N (-2.62768, 2.30541, -0.49459)  0.378
O (-2.88642, 3.38696, -1.12177)  0.546
C (-1.90666, 1.27371, -1.26470)  -0.039
C (-0.73221, 1.96573, -1.96581)  -0.022
C (-2.79359, 0.62858, -2.32679)  0.022
C (-1.30986, 0.30190, -0.24688)  0.120
C (-2.92299, -4.21378, 0.51920)  0.000
H (-3.93168, -7.22165, 0.35192)  0.000
H (-2.84072, -7.27374, 1.72162)  0.000
H (-2.26733, -6.72752, 0.11715)  0.000
H (-4.95141, -5.89520, 2.62431)  0.000
H (-5.62599, -3.58226, 3.15620)  0.000
H (-4.62493, -1.69729, 1.98998)  0.000
H (-1.69335, -2.22517, -0.38645)  0.000
H (-3.24160, -1.62540, -0.90205)  0.000
H (-2.28633, -1.31501, 2.66972)  0.000
H (-1.83480, 0.36921, 2.56426)  -0.002
H (-0.01542, -0.98669, 3.28449)  0.000
H (0.41738, -0.20699, 1.79083)  -0.002
H (-0.63714, -2.94694, 1.32135)  0.000
H (0.65763, -2.91156, 2.48330)  0.000
H (0.83761, -2.04692, -0.29324)  0.000
H (1.97801, -1.71821, 0.84067)  0.000
H (-3.95129, 0.30331, 1.83920)  0.005
H (-4.42055, -0.15961, 0.22952)  -0.004
H (-5.80424, 1.47048, 0.22027)  0.001
H (-5.09489, 2.20360, -1.21157)  0.002
H (-5.43990, 3.18108, 0.23793)  -0.006
H (-2.48805, 2.57618, 2.12585)  0.001
H (-3.65939, 3.76076, 1.50542)  -0.005
H (-4.21591, 2.39136, 2.47845)  -0.002
H (-1.08198, 2.60815, -2.76985)  0.001
H (-0.16395, 2.55382, -1.24579)  0.007
H (-0.08589, 1.19995, -2.40111)  0.000
H (-3.76184, 0.31247, -1.93807)  -0.003
H (-2.97358, 1.32315, -3.14766)  0.002
H (-2.30478, -0.25695, -2.73828)  0.001
H (-0.71277, -0.42497, -0.79882)  0.004
H (-0.63343, 0.90252, 0.36589)  -0.026
H (-2.15861, -4.41547, -0.22430)  0.000
C (3.26541, 4.76373, -0.54164)  0.000
C (2.93819, 3.34629, -0.95075)  0.001
O (3.43809, 2.39396, 0.01933)  0.000
C (2.68725, 2.18971, 1.08600)  0.000
O (1.63643, 2.68915, 1.35229)  0.000
C (3.35363, 1.11893, 1.97772)  0.000
F (4.66733, 1.31899, 2.10046)  0.000
F (3.16841, -0.08974, 1.41429)  0.000
F (2.80926, 1.10497, 3.18362)  0.000
H (4.33848, 4.87824, -0.38643)  0.000
H (2.94932, 5.45401, -1.32258)  0.000
H (2.75583, 5.03228, 0.38308)  0.000
H (3.43541, 3.07921, -1.88068)  0.000
H (1.86814, 3.19783, -1.07987)  0.001
C (7.07051, -0.73766, -0.89766)  0.000
C (6.42791, 0.62355, -1.03733)  0.000
O (7.00599, 1.37004, -2.13152)  0.000
C (6.52528, 1.10271, -3.33327)  0.000
O (5.66587, 0.32400, -3.61768)  0.000
C (7.21004, 2.01133, -4.37767)  0.000
F (8.52838, 2.07337, -4.18274)  0.000
F (6.71187, 3.25258, -4.28016)  0.000
F (6.98196, 1.56150, -5.60403)  0.000
H (8.15029, -0.63931, -0.78438)  0.000
H (6.66999, -1.24627, -0.02145)  0.000
H (6.87627, -1.35477, -1.77430)  0.000
H (6.61110, 1.23176, -0.15459)  0.000
H (5.35041, 0.54977, -1.17780)  0.000